[1]
{"formula": "C6H13NO", "method": "ωB97M-V/def2-TZVPD", "gap_ev": [8.64, 5.35], "multiplicity": 2, "lumo_ha": [-0.176, -0.293], "homo_ev": [-13.437, -13.314], "max_force_ev_per_a": 2.11, "charge": 1, "de_lowest_kj_mol": 232.9, "total_energy_ha": -366.0212, "elements": ["C", "C", "C", "C", "C", "C", "N", "H", "H", "H", "H", "H", "H", "H", "H", "H", "H", "H", "H", "H", "O"], "coordinates": [[1.02663, -0.37186, 2.38399], [0.61501, -0.85885, 0.97425], [-0.11414, 0.24903, 0.27671], [-1.28678, 0.03751, -0.42758], [-1.44495, 0.76792, -1.66263], [-1.76581, 0.09348, -2.77922], [-0.12298, 0.12022, 3.20298], [1.63615, 0.48714, 2.08697], [1.69600, -1.02586, 2.92738], [0.16849, -1.85555, 0.88900], [1.60320, -0.98799, 0.47259], [0.37481, 1.19621, 0.16948], [-1.93386, -0.82400, -0.24295], [-1.16527, 1.80920, -1.62969], [-2.28498, -0.85811, -2.69941], [-1.51824, 0.42829, -3.77733], [-0.91344, -0.41863, 2.87254], [0.05727, -0.06302, 4.17954], [1.01051, 0.85152, -2.53407], [2.41074, 0.31430, -2.03896], [1.95163, 0.90906, -2.64360]], "atomic_forces_ev_per_a": [[-0.09, 1.55, 0.07], [0.41, 0.00, 0.06], [-0.03, -1.38, 0.28], [-0.60, -0.11, -1.14], [0.19, 0.41, 2.06], [-0.76, -0.70, -0.65], [0.81, -0.79, -1.66], [0.16, 0.18, 0.57], [-0.07, -0.57, -0.15], [-0.50, 0.39, 0.23], [-0.51, 0.27, 0.01], [0.35, 0.50, 0.07], [0.46, -0.05, -0.09], [0.62, 0.14, -0.45], [0.34, -0.12, -0.04], [-0.21, 0.30, 0.01], [-0.35, 0.02, 0.74], [-0.29, -0.02, 0.10], [-0.38, -0.36, 0.26], [-0.36, 0.00, -0.11], [0.80, 0.32, -0.17]], "mulliken_spin": [0.0482, 0.0358, 0.2912, 0.1756, 0.0410, 0.3067, 0.0274, -0.0050, 0.0014, -0.0027, 0.0204, 0.0110, 0.0044, 0.0054, 0.0104, 0.0220, 0.0042, -0.0003, 0.0034, -0.0001, -0.0004]}

[2]
{"formula": "C18H54N2O10", "method": "ωB97M-V/def2-TZVPD", "gap_ev": 9.75, "lumo_ha": 0.002, "homo_ev": -9.692, "max_force_ev_per_a": 4.64, "de_lowest_kj_mol": 361.5, "total_energy_ha": -1579.9235, "elements": ["C", "C", "C", "C", "N", "H", "H", "H", "H", "H", "H", "H", "C", "C", "C", "C", "N", "H", "H", "H", "H", "H", "H", "H", "C", "O", "H", "H", "H", "H", "C", "O", "H", "H", "H", "H", "C", "O", "H", "H", "H", "H", "C", "O", "H", "H", "H", "H", "C", "O", "H", "H", "H", "H", "C", "O", "H", "H", "H", "H", "C", "O", "H", "H", "H", "H", "C", "O", "H", "H", "H", "H", "C", "O", "H", "H", "H", "H", "C", "O", "H", "H", "H", "H"], "coordinates": [[-1.39510, -2.71349, 0.33782], [-1.67862, -2.33528, 1.79427], [-2.88083, -3.09630, 2.34780], [-2.73338, -4.57066, 2.36852], [-2.53889, -5.68128, 2.44998], [-1.42384, -3.79845, 0.23719], [-0.33955, -2.51365, 0.15345], [-1.94274, -2.11058, -0.38653], [-1.77543, -1.24959, 1.79404], [-0.79952, -2.60442, 2.37980], [-3.77846, -2.92954, 1.75235], [-3.10245, -2.84094, 3.38403], [2.44541, -3.14478, 1.15965], [3.22546, -1.85056, 0.93480], [4.05533, -1.39470, 2.13317], [4.89170, -2.42997, 2.75023], [5.60262, -3.25471, 3.22608], [1.94671, -3.13000, 2.12876], [3.07996, -4.03103, 1.16316], [1.71803, -3.22749, 0.35208], [2.52096, -1.09399, 0.58927], [3.91894, -1.94680, 0.09938], [3.46580, -1.05557, 2.98496], [4.74681, -0.59683, 1.86232], [-2.26609, 4.01486, -0.37586], [-2.32580, 3.16283, 0.82140], [-2.81865, 3.60534, -1.22147], [-2.71859, 4.99116, -0.20210], [-1.25162, 4.25435, -0.69461], [-1.69732, 2.43944, 0.76387], [-1.38086, 1.91562, -4.17234], [-2.31117, 2.17436, -3.17182], [-1.04925, 2.85146, -4.62215], [-0.50960, 1.42013, -3.74398], [-1.74117, 1.29321, -4.99141], [-2.68029, 1.35487, -2.83449], [1.29845, 3.85220, -2.52993], [1.45016, 3.14268, -3.75424], [2.25086, 4.06942, -2.04636], [0.76867, 4.76098, -2.81552], [0.75739, 3.26297, -1.78954], [1.72674, 3.76810, -4.42800], [-4.45852, -0.39090, -1.42871], [-3.41841, -0.19838, -2.38565], [-5.39670, -0.71892, -1.87628], [-4.11378, -1.12411, -0.69956], [-4.71806, 0.55178, -0.94695], [-3.42222, -0.95324, -2.97874], [3.68910, 0.76880, -3.13532], [2.32826, 0.42413, -3.26680], [4.30195, -0.12825, -3.22371], [3.90656, 1.43323, -3.97159], [3.89217, 1.20059, -2.15531], [1.85569, 1.25936, -3.29284], [0.15594, -2.32963, -3.44671], [0.50391, -1.27722, -4.38658], [-0.90372, -2.58086, -3.40096], [0.72257, -3.20347, -3.76832], [0.44417, -2.02537, -2.44050], [1.27850, -0.88706, -3.97500], [0.34100, -0.46307, 4.05014], [-0.71541, -1.24330, 4.53786], [0.21767, 0.58419, 4.32608], [1.21985, -0.83319, 4.57809], [0.48746, -0.44910, 2.97011], [-1.53653, -0.78958, 4.33417], [-2.78925, 1.07863, 3.53043], [-3.18083, -0.12406, 4.23157], [-3.43688, 1.26476, 2.67367], [-2.86641, 1.96264, 4.16342], [-1.76803, 1.00777, 3.15601], [-3.99314, 0.14515, 4.66664], [3.28988, 1.79218, 0.81312], [2.33758, 1.38113, 1.76182], [4.22982, 1.32277, 1.10340], [3.02784, 1.32271, -0.13506], [3.28615, 2.87992, 0.74307], [2.64943, 1.67075, 2.62232], [-0.15312, 0.74075, -0.27184], [-0.28112, 1.11194, 1.10587], [0.40549, 1.46875, -0.86011], [0.40015, -0.19824, -0.28921], [-1.15660, 0.64808, -0.68721], [0.60689, 1.16421, 1.46683]], "atomic_forces_ev_per_a": [[1.09, -0.10, 0.48], [0.39, -0.55, -0.78], [-0.55, -0.39, 0.21], [0.32, 2.82, -0.13], [0.23, -2.38, 0.04], [-0.63, 0.00, -0.50], [0.08, 0.33, -0.15], [-0.34, -0.49, -0.07], [-0.36, -0.03, 0.61], [-0.11, 0.16, 0.17], [-0.10, 0.36, 0.01], [-0.02, 0.34, -0.05], [0.25, 0.15, -0.06], [0.21, -0.37, -0.24], [0.12, 0.04, 0.65], [2.86, -3.43, 1.25], [-2.74, 3.12, -1.72], [-0.27, 0.08, -0.06], [0.08, 0.07, -0.10], [-0.08, -0.28, 0.18], [0.07, 0.37, 0.50], [0.04, -0.30, -0.13], [-0.44, 0.33, -0.23], [-0.11, 0.14, -0.02], [-0.18, -0.46, 0.58], [-0.51, 1.47, -1.09], [0.21, -0.38, 0.07], [-0.15, -0.15, 0.71], [0.23, -0.38, 0.08], [0.42, -0.04, -0.11], [0.70, -0.27, -0.28], [-0.53, 0.96, 0.26], [-0.08, 0.08, 0.19], [0.23, -0.10, -0.19], [-0.29, -0.19, -0.01], [-0.10, -0.40, -0.07], [-0.01, 0.41, -0.32], [0.37, -0.64, 0.31], [0.26, 0.27, -0.22], [-0.11, 0.19, 0.86], [-0.40, -0.03, -0.48], [0.06, -0.09, -0.04], [-0.15, -0.06, 0.11], [-0.34, 0.00, 0.10], [0.10, -0.26, -0.23], [-0.26, 0.05, 0.25], [0.51, 0.06, 0.03], [0.12, 0.00, -0.11], [0.02, -0.24, -0.45], [-0.09, -0.51, 0.63], [-0.13, -0.04, -0.08], [0.60, 0.26, 0.30], [0.15, 0.33, -0.07], [-0.40, 0.31, -0.35], [0.76, 0.49, -0.71], [-1.11, -0.93, 0.77], [-0.07, 0.30, -0.46], [-0.15, -0.35, 0.40], [0.10, -0.13, 0.15], [0.33, 0.56, -0.22], [0.41, 0.24, 0.74], [0.14, -0.20, -0.28], [0.02, 0.28, 0.19], [0.30, 0.08, -0.32], [-0.08, -0.54, -0.21], [-0.45, -0.19, 0.23], [-0.21, 0.25, -0.33], [-0.02, 0.98, -0.46], [-0.01, -0.13, -0.13], [0.13, -0.06, 0.22], [-0.10, -0.25, 0.12], [-0.09, -0.48, 0.29], [0.14, -0.60, -0.25], [-0.52, -0.21, 0.63], [0.46, 0.67, -0.20], [-0.20, 0.28, -0.07], [0.46, -0.05, -0.21], [-0.17, -0.02, 0.19], [0.21, -0.23, 0.71], [-0.85, 0.15, -0.65], [-0.01, 0.17, 0.02], [-0.20, -0.24, -0.50], [0.12, -0.18, -0.07], [0.42, 0.23, 0.16]], "lowdin_charge": [-0.0930, -0.2430, -0.1703, -0.2398, 0.1429, 0.0780, 0.0340, 0.0592, 0.0959, 0.0993, 0.1129, 0.1085, -0.0868, -0.2438, -0.2013, -0.2144, 0.1357, 0.0794, 0.0791, 0.0574, 0.0803, 0.1129, 0.1065, 0.0988, -0.1167, -0.1351, 0.0556, 0.0703, 0.0583, 0.0073, -0.1701, -0.1297, 0.0739, 0.0554, 0.0825, 0.0168, -0.1188, -0.1399, 0.0769, 0.0919, 0.0538, 0.0973, -0.1126, -0.1340, 0.0832, 0.0639, 0.0889, 0.0950, -0.1266, -0.1424, 0.0871, 0.0862, 0.0601, 0.0347, -0.1299, -0.1408, 0.0665, 0.0742, 0.0584, 0.0074, -0.1847, -0.1076, 0.0806, 0.0825, 0.0516, 0.0073, -0.1123, -0.1310, 0.0800, 0.0909, 0.0513, 0.0918, -0.1166, -0.1365, 0.0750, 0.0646, 0.0949, 0.1066, -0.0998, -0.1555, 0.0580, 0.0685, 0.0847, 0.0183]}

[3]
{"formula": "C18H27Ge2MoN9", "method": "ωB97M-V/def2-TZVPD", "gap_ev": 5.84, "lumo_ha": -0.544, "homo_ev": -20.655, "max_force_ev_per_a": 0.63, "charge": 4, "de_lowest_kj_mol": 0.0, "total_energy_ha": -5415.0441, "elements": ["Mo", "C", "C", "Ge", "C", "C", "C", "C", "Ge", "C", "C", "C", "C", "C", "C", "C", "C", "C", "C", "H", "H", "H", "H", "H", "H", "H", "H", "H", "H", "H", "H", "H", "H", "H", "H", "H", "H", "H", "H", "H", "H", "H", "H", "H", "H", "N", "C", "N", "N", "N", "N", "C", "N", "N", "N", "N", "H"], "coordinates": [[0.29913, -0.06480, 1.07457], [-0.68881, 1.05255, 5.70818], [-1.39986, 0.43211, 4.49098], [-0.22650, -0.76037, 3.51672], [0.53829, -2.42981, 4.13568], [0.38652, -2.61962, 5.64831], [1.62352, 0.68749, 2.46094], [1.50277, 1.53401, 1.44524], [3.10735, 3.95696, -1.65702], [2.01701, 4.17283, -3.24298], [1.68400, 5.65955, -3.48196], [5.02210, 4.01465, -1.39126], [5.46209, 5.40670, -1.89574], [2.12208, 2.84161, 1.13383], [1.58130, 3.69836, 0.15286], [2.03488, 5.04865, 0.06350], [3.06969, 5.50352, 0.88951], [3.64704, 4.62372, 1.80164], [3.17834, 3.32168, 1.92252], [-1.42229, 1.64275, 6.25769], [0.12214, 1.72333, 5.42229], [-0.30128, 0.29769, 6.39083], [-1.81722, 1.18001, 3.81651], [-2.22282, -0.22151, 4.80659], [1.57448, -2.47026, 3.79083], [-0.01767, -3.19242, 3.57274], [0.98404, -1.90749, 6.21494], [0.74473, -3.61927, 5.89748], [-0.65201, -2.55967, 5.97348], [2.23663, 0.64372, 3.35585], [1.12673, 3.54695, -3.17416], [2.66882, 3.76817, -4.02581], [0.96100, 6.04783, -2.76630], [1.22234, 5.72048, -4.46957], [2.56574, 6.29984, -3.50535], [5.41458, 3.21288, -2.02517], [5.30011, 3.81106, -0.35971], [5.24700, 5.55647, -2.95433], [6.54763, 5.44819, -1.78143], [5.03879, 6.23041, -1.32027], [0.67851, 3.44415, -0.39422], [1.50433, 5.74189, -0.58846], [3.38913, 6.53840, 0.84133], [4.44359, 4.96429, 2.45317], [3.62693, 2.68229, 2.67363], [-0.38060, -3.21156, -0.07198], [0.83143, -2.95110, 0.45763], [1.77756, -3.80604, 0.66672], [2.82595, -3.10026, 1.18728], [2.61122, -1.88631, 1.34201], [1.25439, -1.65273, 0.88222], [-1.32980, -2.24962, -0.31985], [-2.38890, -2.34601, -1.05090], [-2.91434, -1.08241, -1.08231], [-2.22078, -0.24543, -0.44721], [-1.14522, -0.96645, 0.11745], [-0.53213, -4.14540, -0.45376]], "atomic_forces_ev_per_a": [[-0.43, 0.45, 0.09], [0.04, -0.02, 0.00], [-0.04, 0.01, -0.03], [-0.10, 0.00, -0.06], [-0.01, 0.00, -0.01], [0.00, 0.00, 0.01], [0.25, 0.06, -0.05], [0.42, -0.22, 0.17], [0.17, 0.52, -0.17], [0.08, -0.10, -0.01], [0.01, -0.01, 0.00], [0.04, -0.33, 0.02], [-0.12, 0.02, -0.04], [-0.39, 0.05, -0.15], [-0.18, 0.17, 0.31], [0.11, -0.10, -0.30], [0.01, 0.03, 0.05], [0.07, 0.11, -0.01], [-0.01, -0.12, 0.08], [0.00, 0.00, 0.00], [0.00, 0.00, 0.00], [-0.01, 0.00, 0.00], [0.00, 0.01, 0.02], [0.00, 0.00, 0.00], [0.01, 0.01, 0.02], [0.01, 0.00, 0.00], [0.00, 0.00, 0.00], [0.00, 0.00, 0.00], [0.00, 0.00, 0.00], [0.01, -0.07, -0.01], [0.00, 0.00, -0.01], [-0.07, 0.00, -0.03], [0.00, 0.02, 0.00], [0.00, -0.01, 0.00], [0.00, 0.01, 0.02], [0.01, 0.01, 0.02], [-0.02, 0.03, 0.02], [0.01, 0.00, 0.00], [0.01, 0.00, -0.01], [0.03, 0.00, 0.02], [0.03, -0.18, -0.04], [-0.07, 0.03, 0.11], [0.01, 0.00, -0.01], [-0.01, 0.01, 0.00], [-0.02, -0.02, -0.02], [0.00, -0.02, -0.02], [0.05, 0.03, 0.00], [-0.02, 0.00, 0.00], [0.03, -0.01, 0.00], [-0.05, 0.02, 0.01], [0.06, -0.18, 0.02], [0.01, 0.00, -0.03], [0.00, 0.01, 0.01], [-0.04, -0.01, -0.07], [0.12, 0.03, 0.12], [0.01, -0.24, -0.04], [0.00, 0.00, 0.01]], "lowdin_charge": [1.5320, -0.1175, -0.3470, 1.1877, -0.3533, -0.1181, -0.1953, -0.2368, 1.4197, -0.2923, -0.0995, -0.2874, -0.0957, -0.1937, -0.1244, -0.1545, 0.0069, 0.0318, 0.0537, 0.1074, 0.0733, 0.0769, 0.0718, 0.0986, 0.0651, 0.0876, 0.0845, 0.1081, 0.0917, 0.1047, 0.0894, 0.0997, 0.0795, 0.1166, 0.0879, 0.0996, 0.0771, 0.0934, 0.1197, 0.0800, 0.1427, 0.1386, 0.1567, 0.1559, 0.1469, 0.2220, -0.3603, 0.1555, 0.0646, 0.0277, -0.1782, -0.4029, 0.1651, 0.0561, -0.0084, -0.2171, 0.2066]}